A 2-piece molecular cluster, C4H12 overall in a non-equilibrium geometry, computed with wB97M-V/def2-TZVPD.

Structure (ORCA input):
```
! wB97M-V def2-TZVPD RIJCOSX def2/J DEFGRID3
* xyz 0 1
C -0.4136 -0.5318 2.4491
C -0.8548 -1.7700 1.6584
H -0.0860 0.2657 1.7827
H -1.2108 -0.0185 3.0062
H 0.3278 -0.6986 3.2295
H -1.2454 -1.6043 0.6574
H -1.5790 -2.2429 2.3161
H 0.0078 -2.4113 1.4638
C 0.5599 1.8724 -1.9934
C 0.6983 0.3410 -2.1326
H 1.4977 2.3888 -2.1654
H -0.2270 2.2264 -2.6629
H 0.1878 2.2468 -1.0340
H 0.3965 -0.2902 -1.3042
H 1.7742 0.2231 -2.2545
H 0.1666 0.0035 -3.0161
*
```

Computed properties:
SMILES string = CC.CC
LUMO energy = 1.1 eV
ΔE to the lowest compared entry with this formula, charge and spin = 0.483 eV
HOMO level = -11.683 eV
strongest force on any atom = 1.4 eV Å⁻¹
orbital gap = 12.8 eV